[1]
DFT (ωB97M-V with the def2-TZVPD basis set) results for C12H25AlO14S as an isolated structure at a distorted geometry.

Values from the calculation:
HOMO-LUMO gap = 0.053 Ha
Charge = 0
LUMO = -5.254 eV
Energy above the lowest of the compared OMol25 structures with the same formula, charge and spin = 6.7702 eV
Energy = -2165.7521 a.u.

Positions of all 53 atoms, in Å:
Al 0.46599 3.56222 -0.04451
S 1.78467 8.56258 -0.17375
O 1.77445 7.65600 -1.37176
O 2.02110 7.68665 0.93779
O 2.82566 9.55617 -0.24817
O 0.51343 9.12659 -0.00525
C 2.70870 -2.63449 3.84561
C 1.63245 -2.16033 2.94131
C 0.24043 -2.38255 3.51753
O 1.92469 -0.93331 2.30709
H 2.95485 -1.86452 4.57681
H 3.68663 -2.82437 3.40324
H 2.35877 -3.46574 4.45772
H 1.67637 -2.97521 2.21871
H -0.56882 -2.31384 2.79056
H 0.02672 -1.67314 4.31701
H 0.16682 -3.42022 3.84301
C -4.12394 1.27663 5.54368
O -4.84813 0.51205 4.53711
C -4.40284 0.41272 3.31469
O -3.45142 1.14300 2.88248
O -5.20451 -0.34503 2.48909
C -6.22958 -1.19813 3.02983
H -3.84024 2.22796 5.09357
H -3.27482 0.71499 5.93312
H -4.72013 1.40320 6.44737
H -5.80562 -1.86092 3.78419
H -6.95040 -1.54791 2.29079
H -6.80118 -0.48823 3.62767
C 5.68351 -0.24148 -2.79116
O 5.52611 0.67555 -3.86483
C 4.39216 1.27051 -4.16113
O 3.40663 1.34703 -3.45972
O 4.55822 1.94688 -5.33875
C 3.55162 2.71438 -5.95149
H 5.06223 -1.12830 -2.91628
H 5.13200 0.25997 -1.99587
H 6.73101 -0.39080 -2.52932
H 3.34787 3.57983 -5.32095
H 2.66329 2.11536 -6.15183
H 3.89386 3.08754 -6.91675
C 0.06071 -2.83099 -3.86594
O -1.04083 -3.24428 -3.04091
C -1.70137 -2.26492 -2.43174
O -1.36650 -1.05625 -2.30301
O -2.93389 -2.76223 -1.85088
C -3.58792 -3.92781 -2.21972
H 0.54695 -3.58834 -4.48084
H 0.99899 -2.56027 -3.38174
H -0.10338 -1.90189 -4.41178
H -3.84811 -4.01248 -3.27482
H -4.49682 -4.00939 -1.62360
H -3.01646 -4.83046 -2.00349

Löwdin population analysis, charges in e, atoms 1 to 4: 0.99, 0.16, -0.26, -0.21



[2]
DFT (ωB97M-V with the def2-TZVPD basis set) results for one molecule with the formula C5H5ClF2 at a distorted geometry.

Values from the calculation:
HOMO-LUMO gap (alpha / beta) = 0.244 / 0.280 Ha
Charge = 0
LUMO (alpha / beta) = 0.926 / -2.677 eV
Multiplicity = 3
Energy = -853.1767 a.u.

Positions of all 13 atoms, in Å:
C -1.76323 0.14088 -0.69018
C -0.71936 -0.43403 -0.15058
C 2.04276 0.01545 0.23169
C 0.89503 -0.00191 -0.73421
C 1.91303 -1.09034 -0.77655
F 0.83032 0.91608 -1.71774
F 1.53439 -2.31273 -0.31901
Cl 3.06434 -1.24906 -2.08823
H -2.76027 -0.10550 -0.36044
H -1.67450 0.87692 -1.47037
H -0.67699 -1.17898 0.61761
H 2.82469 0.74105 0.06164
H 1.85393 -0.21502 1.26930

Löwdin population analysis, charges in e, atoms 1 to 4: -0.03, -0.02, -0.01, -0.35



[3]
DFT (ωB97M-V with the def2-TZVPD basis set) results for C53H39AsBaCl5F3N7OPSSe as an isolated structure at a distorted geometry.

Values from the calculation:
HOMO-LUMO gap = 0.248 Ha
Charge = 0
LUMO = -1.000 eV
Energy above the lowest of the compared OMol25 structures with the same formula, charge and spin = 2.4928 eV
Energy = -10504.4395 a.u.

Positions of all 113 atoms, in Å:
Ba 19.29896 14.49472 14.61769
Cl 17.19885 16.71523 22.08711
C 17.31870 16.11382 20.47202
C 16.78843 14.82071 20.17591
Cl 15.97614 13.92625 21.43140
C 16.93038 14.31781 18.91331
Cl 16.04169 12.84826 18.54276
C 17.65173 14.99140 17.86482
O 17.80575 14.51833 16.67887
C 18.21428 16.19761 18.22607
Cl 18.92247 17.17368 16.98425
C 17.95185 16.79593 19.48839
Cl 18.30971 18.44652 19.76742
Se 26.40195 19.49156 14.77717
N 25.09515 19.32076 13.57138
C 24.20577 18.46267 14.07391
C 22.99239 17.97776 13.39385
C 22.67329 18.32241 12.09894
C 21.53326 17.74458 11.50706
C 20.71585 16.94832 12.25231
N 21.07890 16.56202 13.42962
C 22.20030 16.99200 14.01014
C 22.52892 16.42818 15.41198
N 21.75561 15.61397 15.98596
C 22.06693 15.04077 17.17558
C 23.17713 15.45539 17.85177
C 23.99513 16.43482 17.31876
C 23.72655 16.90658 16.05880
C 24.56950 17.84575 15.33668
N 25.75498 18.21911 15.85866
H 23.29726 19.03903 11.59772
H 21.29378 18.01499 10.49685
H 19.83161 16.51044 11.73365
H 21.33966 14.13698 17.36390
H 23.40997 15.02499 18.86581
H 24.87357 16.76957 17.94462
N 15.80189 15.56451 15.26120
C 15.98844 16.72684 14.57882
N 14.85659 17.52372 14.59897
S 17.44247 17.09892 13.93674
H 14.91252 15.48279 15.72888
H 16.58809 14.97964 15.74724
H 14.02302 16.93529 14.66658
H 14.85348 18.21827 13.84512
F 19.31076 11.07320 15.45411
C 20.15303 11.84804 14.76058
F 20.85748 10.94418 14.02672
F 21.12281 12.22020 15.74199
N 19.52667 13.92827 11.81209
C 19.99050 13.00349 11.35588
C 20.63613 11.84072 10.89749
C 21.84902 11.44081 11.49173
C 22.47722 10.29208 11.02093
C 21.83862 9.51814 10.04198
C 20.64601 9.90160 9.50702
C 20.01984 11.03707 9.96424
H 22.39169 12.08337 12.20356
H 23.33145 9.98282 11.48320
H 22.40817 8.62096 9.70058
H 20.07650 9.34364 8.77345
H 19.11457 11.30088 9.51377
C 15.53091 12.16795 14.63983
C 14.57820 10.98838 14.48708
As 13.49084 10.68507 16.02968
C 12.05872 9.59168 15.16264
C 11.20767 8.88383 15.98764
C 10.09711 8.15587 15.48730
C 9.87905 8.02298 14.14300
C 10.72758 8.72891 13.30263
C 11.79465 9.56029 13.76454
C 12.48651 12.38062 15.94168
C 11.48783 12.59555 15.05198
C 10.79052 13.84427 15.11078
C 11.11766 14.78323 16.04679
C 12.08470 14.61042 16.97217
C 12.74103 13.38521 16.93738
P 16.57272 12.88028 13.25183
C 16.81707 11.37103 12.19399
C 17.87705 10.52724 12.62524
C 18.05600 9.21932 12.19686
C 17.04655 8.57453 11.50620
C 15.99936 9.44051 11.02667
C 15.82644 10.76290 11.40251
C 15.41789 13.92885 12.21622
C 15.93162 14.66944 11.17956
C 15.17891 15.70714 10.59512
C 13.90076 15.98229 11.09178
C 13.36174 15.19849 12.09587
C 14.14938 14.22020 12.74456
H 16.33819 11.74491 15.24878
H 15.03879 12.93963 15.16878
H 15.08937 10.04078 14.32004
H 14.01716 11.08792 13.53156
H 11.35263 8.88501 17.09023
H 9.43510 7.70839 16.22132
H 9.07118 7.45516 13.76189
H 10.50317 8.80083 12.21193
H 12.30926 10.19441 13.08718
H 11.26944 11.77578 14.31321
H 9.97378 14.06166 14.40342
H 10.52314 15.69359 16.03893
H 12.36248 15.30034 17.73502
H 13.52435 13.16135 17.66298
H 18.62242 11.07587 13.29350
H 18.91684 8.63781 12.57260
H 17.16912 7.54353 11.17642
H 15.20615 8.98628 10.49978
H 15.01897 11.34872 11.01460
H 16.83041 14.44616 10.77067
H 15.51096 16.16205 9.65183
H 13.31475 16.74868 10.68869
H 12.34085 15.36766 12.40326
H 13.88100 13.69373 13.62262

Löwdin population analysis, charges in e, atoms 1 to 4: 1.58, 0.66, -0.73, -0.69



[4]
DFT (ωB97M-V with the def2-TZVPD basis set) results for C38H35ClN2OsSi2 as an isolated structure at a distorted geometry.

Values from the calculation:
HOMO-LUMO gap (alpha / beta) = 0.155 / 0.165 Ha
Charge = +2
LUMO (alpha / beta) = -6.038 / -8.502 eV
Multiplicity = 5
Energy above the lowest of the compared OMol25 structures with the same formula, charge and spin = 0.5600 eV
Energy = -2707.5278 a.u.

Positions of all 79 atoms, in Å:
C -1.71863 -2.48540 3.05737
C -2.75378 -1.95762 2.22048
C -3.07535 -2.95423 1.24462
H -3.22968 -0.98681 2.32607
C -2.21281 -4.08293 1.45223
C -1.38901 -3.79689 2.58652
H -0.63184 -4.45296 3.00494
H -1.25019 -1.95093 3.87969
H -3.83157 -2.86255 0.47049
H -2.20473 -4.99968 0.86447
Os -1.02002 -2.34121 0.94810
Si 2.25390 1.33420 0.05467
C 1.76133 2.75755 -1.05534
C 2.69860 3.19991 -2.00646
H 3.64134 2.64867 -2.12719
C 2.44180 4.34511 -2.77132
H 3.18643 4.69626 -3.49490
C 1.23941 5.04575 -2.60494
H 1.04599 5.95068 -3.18932
C 0.28419 4.57927 -1.68844
H -0.67040 5.10037 -1.57209
C 0.54035 3.43799 -0.91727
H -0.21858 3.08977 -0.20127
C 0.88709 -0.09853 -0.11034
C -0.43548 -0.06931 0.44467
H -0.66758 0.63504 1.25316
C -1.61118 -0.62534 -0.25308
H -2.56264 -0.11550 -0.11209
C -1.65994 -2.02580 -0.86253
H -2.42376 -2.62000 -1.34276
C 0.13754 -2.43938 -0.72801
H 0.31809 -3.40716 -1.20487
C 1.05151 -1.29304 -0.91858
H 1.97943 -1.48450 -1.46287
H 0.55366 -2.63230 1.43330
Si -0.58204 -1.09006 -1.77072
C -0.48590 -2.08222 -3.46634
C -1.64387 -2.17046 -4.22728
H -2.56960 -1.70301 -3.88007
C -1.60183 -2.83672 -5.46259
H -2.50360 -2.90117 -6.07440
C -0.39930 -3.40860 -5.90122
H -0.36010 -3.91955 -6.86624
C 0.75339 -3.32909 -5.11187
H 1.69200 -3.77700 -5.44595
C 0.70742 -2.66338 -3.87391
H 1.61009 -2.60179 -3.25942
C -0.86821 0.54174 -2.79058
C -2.04571 1.27601 -2.66796
H -2.82340 0.98207 -1.96115
C -2.26346 2.39894 -3.48149
H -3.19959 2.95445 -3.39441
C -1.28854 2.79923 -4.39820
H -1.46278 3.66193 -5.04518
C -0.08020 2.09929 -4.47286
H 0.70419 2.42516 -5.15755
C 0.12547 0.97177 -3.66919
H 1.06672 0.42345 -3.75579
H 3.56269 1.08846 -0.01239
Cl 1.97837 2.02590 2.00732
N 1.73852 -1.91404 4.38186
C 1.87533 -0.76063 5.06993
C 2.92334 -0.54301 5.98010
C 3.05847 0.70381 6.61174
C 2.18355 1.75039 6.33565
C 1.08035 1.57346 5.46101
C 0.13427 2.58008 5.14818
C -0.94957 2.26645 4.34801
C -1.08728 0.95043 3.86655
N -0.18592 -0.00226 4.10537
C 0.88928 0.28454 4.86145
H 1.01750 -2.02384 3.67257
H 2.42153 -2.65173 4.48215
H 3.62170 -1.35939 6.17195
H 3.87280 0.85018 7.32308
H 2.31700 2.73134 6.80132
H 0.28590 3.58264 5.55129
H -1.70786 2.99784 4.07866
H -1.96459 0.67987 3.27146

Löwdin population analysis, charges in e, atoms 1 to 4: -0.20, -0.19, -0.18, 0.12



> charge of number 4 (C38H35ClN2OsSi2)?

+2